Record 1
82
Properties=species:S:1:pos:R:3 method="wB97M-V/def2-TZVPD" homo_lumo_gap_ev=6.6 multiplicity=1 e_homo_ha=-0.272 total_charge=0
Pb 1.880 -1.026 0.308
C -2.204 0.535 5.864
C -2.827 0.228 4.721
C -3.392 1.168 3.692
C -2.400 2.122 2.931
C -1.387 2.824 3.773
C -1.606 3.351 4.981
C -2.760 3.020 5.883
C -2.485 1.743 6.719
C 2.073 0.614 1.778
H -1.464 -0.167 6.269
H -2.940 -0.833 4.449
H -4.209 1.761 4.123
H -3.877 0.539 2.927
H -1.876 1.520 2.180
H -3.025 2.847 2.387
H -0.413 2.920 3.303
H -0.913 4.081 5.418
H -3.684 2.848 5.327
H -2.934 3.862 6.575
H -1.608 1.894 7.367
H -3.356 1.574 7.381
H 2.431 0.286 2.764
H 1.056 1.018 1.900
H 2.738 1.399 1.401
P 0.092 -2.123 -1.861
P 2.157 0.314 -2.509
C -0.470 -0.556 -2.544
C 0.409 0.382 -2.952
C -0.428 -3.248 -3.248
C -1.543 -2.947 -4.041
C -1.902 -3.771 -5.115
C -1.160 -4.922 -5.400
C -0.067 -5.253 -4.583
C 0.308 -4.421 -3.521
C -1.353 -2.235 -0.717
C -1.643 -1.201 0.196
C -2.256 -1.549 1.402
C -2.962 -2.753 1.492
C -2.908 -3.671 0.434
C -2.022 -3.461 -0.624
C 2.796 0.759 -4.190
C 2.453 -0.064 -5.279
C 2.778 0.328 -6.579
C 3.485 1.519 -6.809
C 3.877 2.303 -5.715
C 3.544 1.922 -4.409
C 2.246 1.927 -1.613
C 3.411 2.154 -0.856
C 3.503 3.269 -0.023
C 2.443 4.177 0.039
C 1.298 3.973 -0.729
C 1.192 2.847 -1.547
H -1.554 -0.436 -2.644
H 0.133 1.208 -3.616
H -2.144 -2.063 -3.826
H -2.774 -3.506 -5.716
H -1.435 -5.555 -6.250
H 0.491 -6.172 -4.781
H 1.161 -4.681 -2.888
H -1.383 -0.160 -0.023
H -2.156 -0.903 2.275
H -3.558 -2.969 2.379
H -3.533 -4.564 0.430
H -1.845 -4.225 -1.389
H 1.907 -0.993 -5.110
H 2.476 -0.295 -7.421
H 3.727 1.831 -7.833
H 4.436 3.227 -5.877
H 3.845 2.545 -3.566
H 4.226 1.426 -0.887
H 4.402 3.422 0.576
H 2.512 5.047 0.688
H 0.475 4.688 -0.707
H 0.286 2.691 -2.129
F 1.210 -3.234 2.398
C 1.378 -1.902 2.683
F 0.106 -1.399 2.911
C 2.193 -1.759 3.979
F 1.862 -0.585 4.577
F 1.920 -2.743 4.875
F 3.541 -1.764 3.776

---

Record 2
24
Properties=species:S:1:pos:R:3 method="wB97M-V/def2-TZVPD" homo_lumo_gap_ev="2.4 / 9.4" e_above_lowest_kj_mol=324.1 multiplicity=2 e_homo_ha="0.052 / -0.199" total_charge=-1
C 0.627 -0.637 -0.026
N 1.800 0.074 -0.663
C 1.827 1.305 0.072
C 3.076 -0.895 -0.368
C -0.517 -0.255 -0.943
C -1.592 0.601 -0.237
C -2.405 0.164 0.975
N -3.548 -0.655 0.568
H 0.439 -0.202 0.951
H 0.978 -1.728 -0.019
H 0.872 1.984 0.086
H 2.559 1.994 -0.515
H 2.243 1.377 1.127
H 2.754 -1.902 -0.599
H 3.730 -0.675 -1.183
H 3.411 -0.979 0.644
H -0.186 0.478 -1.855
H -0.912 -1.194 -1.406
H -1.142 1.601 -0.094
H -2.211 0.882 -1.119
H -1.828 -0.089 1.920
H -2.656 1.146 1.472
H -4.267 -1.081 1.195
H -3.053 -1.312 0.020

---

Record 3
11
Properties=species:S:1:pos:R:3 method="wB97M-V/def2-TZVPD" homo_lumo_gap_ev=10.4 smiles="O=C1NN=C[C@@H]1O" e_above_lowest_kj_mol=221.0 multiplicity=1 e_homo_ha=-0.365 total_charge=0
O -1.298 1.724 -0.052
C -0.367 0.957 0.031
N 0.969 1.179 -0.155
N 1.719 0.019 -0.239
C 0.953 -0.966 0.012
C -0.450 -0.548 0.326
O -1.451 -1.173 -0.438
H 1.387 2.035 -0.500
H 1.366 -1.976 0.009
H -0.611 -0.670 1.417
H -2.217 -0.580 -0.411

---

Record 4
67
Properties=species:S:1:pos:R:3 method="wB97M-V/def2-TZVPD" homo_lumo_gap_ev="8.1 / 7.4" multiplicity=2 e_homo_ha="-0.296 / -0.318" total_charge=0
Bi -10.218 -17.153 0.446
C -9.441 -18.438 4.351
C -10.660 -17.751 3.835
C -12.018 -18.157 3.859
C -12.661 -17.171 3.160
N -11.745 -16.222 2.792
N -10.495 -16.607 3.187
B -12.124 -14.920 1.980
N -10.785 -14.193 1.533
C -10.523 -12.858 1.567
C -9.418 -12.612 0.747
C -9.042 -13.876 0.243
C -8.022 -14.135 -0.810
N -9.934 -14.798 0.678
N -12.994 -15.327 0.777
C -13.979 -14.649 0.133
C -13.995 -15.109 -1.171
C -12.979 -16.045 -1.309
C -12.593 -16.876 -2.511
N -12.385 -16.157 -0.102
N -12.781 -13.956 2.958
C -12.523 -13.873 4.327
C -13.313 -12.860 4.812
C -14.086 -12.390 3.706
C -15.089 -11.278 3.673
N -13.748 -13.046 2.610
H -9.205 -18.026 5.334
H -8.621 -18.216 3.685
H -9.492 -19.545 4.332
H -12.452 -19.009 4.388
H -13.716 -16.933 2.993
H -11.073 -12.229 2.206
H -9.017 -11.650 0.549
H -7.447 -13.214 -0.994
H -8.510 -14.385 -1.773
H -7.414 -14.931 -0.544
H -14.595 -13.931 0.655
H -14.652 -14.876 -2.006
H -13.286 -16.594 -3.287
H -12.800 -17.939 -2.302
H -11.587 -16.711 -2.789
H -11.896 -14.574 4.812
H -13.366 -12.539 5.875
H -16.051 -11.626 4.038
H -15.265 -10.912 2.667
H -14.745 -10.512 4.356
C -5.480 -16.307 1.086
C -5.966 -17.638 1.660
C -5.156 -18.370 2.490
C -5.469 -19.606 3.001
C -6.651 -20.173 2.577
C -7.483 -19.504 1.702
C -8.831 -20.186 1.291
C -7.155 -18.214 1.265
N -8.032 -17.498 0.401
H -4.425 -16.233 1.298
H -5.990 -15.474 1.604
H -5.549 -16.255 0.014
H -4.226 -17.923 2.752
H -4.759 -20.174 3.616
H -6.956 -21.134 2.923
H -8.886 -21.277 1.556
H -8.939 -20.106 0.208
H -9.719 -19.772 1.747
O -6.940 -17.267 -1.946
S -8.134 -17.691 -1.232
N -9.508 -16.985 -1.564

---

Record 5
13
Properties=species:S:1:pos:R:3 method="wB97M-V/def2-TZVPD" homo_lumo_gap_ev=8.9 e_above_lowest_kj_mol=520.6 multiplicity=1 e_homo_ha=-0.306 total_charge=0
C 0.550 0.617 1.318
O 0.661 -0.781 1.126
C 0.281 -1.053 -0.184
C -1.028 -0.532 -0.644
O -1.521 0.542 0.152
C -0.563 1.353 0.628
C 0.252 0.021 -1.254
H 1.530 1.104 1.205
H 0.204 0.800 2.346
H 0.582 -2.050 -0.498
H -1.816 -1.095 -1.136
H 0.275 1.098 -0.985
H 0.672 -0.131 -2.235

---

Record 6
253
Properties=species:S:1:pos:R:3 method="wB97M-V/def2-TZVPD" homo_lumo_gap_ev=8.1 smiles="CC1(C)CCCC(C)(C)N1O.CC1(C)CCCC(C)(C)N1O.CC1(C)CCCC(C)(C)N1O.CC1(C)CCCC(C)(C)N1O.CC1(C)CCCC(C)(C)N1O.CC1(C)CCCC(C)(C)N1O.CC1(C)CCCC(C)(C)N1O.CC1(C)CCCC(C)(C)N1O.C[C@H]1COC(=O)O1" e_above_lowest_kj_mol=498.7 multiplicity=1 e_homo_ha=-0.289 total_charge=0
C -2.750 -0.302 7.850
C -3.318 0.144 6.431
C -2.184 -0.298 5.488
C -4.628 -0.637 6.253
C -5.449 -0.160 5.015
C -5.500 1.283 5.008
C -4.217 2.207 5.153
C -3.508 2.195 3.840
C -4.716 3.675 5.434
N -3.605 1.592 6.366
O -2.669 2.344 6.970
H -1.931 0.337 8.181
H -3.416 -0.352 8.712
H -2.235 -1.261 7.791
H -1.659 -1.208 5.778
H -2.573 -0.365 4.472
H -1.360 0.405 5.611
H -4.560 -1.722 6.169
H -5.257 -0.516 7.136
H -5.018 -0.448 4.056
H -6.504 -0.433 5.061
H -6.334 1.555 5.654
H -6.005 1.451 4.056
H -2.448 1.949 3.899
H -3.485 3.128 3.276
H -3.950 1.544 3.085
H -5.299 4.148 4.645
H -3.861 4.343 5.537
H -5.284 3.784 6.358
H -2.107 2.481 6.203
C 2.862 2.864 -5.069
C 2.370 2.047 -6.255
C 0.932 2.508 -6.609
C 3.421 2.371 -7.434
C 3.451 1.437 -8.590
C 3.537 0.050 -7.993
C 2.533 -0.394 -6.970
C 1.173 -0.751 -7.646
C 3.061 -1.742 -6.299
N 2.513 0.599 -5.958
O 1.519 0.348 -5.022
H 2.406 3.854 -5.080
H 2.652 2.468 -4.075
H 3.909 3.143 -5.188
H 0.671 2.078 -7.576
H 0.275 2.205 -5.793
H 0.859 3.580 -6.790
H 3.144 3.291 -7.949
H 4.417 2.524 -7.019
H 2.485 1.618 -9.061
H 4.180 1.641 -9.374
H 4.536 0.027 -7.557
H 3.557 -0.573 -8.887
H 0.443 -0.744 -6.837
H 1.241 -1.785 -7.987
H 0.822 -0.080 -8.429
H 3.904 -1.532 -5.640
H 3.488 -2.380 -7.072
H 2.350 -2.250 -5.646
H 2.041 -0.163 -4.400
C 2.745 2.316 6.853
C 2.120 3.769 6.921
C 1.320 3.996 8.199
C 3.426 4.664 6.990
C 3.121 6.024 6.335
C 2.406 5.928 4.965
C 1.071 5.257 5.058
C 0.134 6.129 5.779
C 0.616 4.971 3.550
N 1.271 3.960 5.692
O 0.106 3.118 5.649
H 3.669 2.120 6.310
H 2.723 1.932 7.873
H 2.102 1.494 6.539
H 1.069 5.047 8.343
H 0.309 3.589 8.208
H 1.733 3.534 9.096
H 3.656 4.807 8.046
H 4.270 4.182 6.497
H 2.664 6.769 6.986
H 4.067 6.545 6.190
H 3.018 5.400 4.234
H 2.093 6.862 4.498
H -0.822 5.646 5.981
H 0.068 7.134 5.362
H 0.430 6.328 6.809
H 1.012 4.099 3.030
H 0.874 5.844 2.949
H -0.474 4.971 3.563
H 0.312 2.544 4.908
C 6.241 3.052 2.937
C 5.272 2.553 1.887
C 4.568 1.272 2.397
C 4.080 3.607 1.699
C 3.336 3.445 0.388
C 4.222 3.382 -0.825
C 5.255 2.264 -0.714
C 4.573 0.912 -1.033
C 6.310 2.576 -1.833
N 5.952 2.354 0.604
O 7.167 1.572 0.769
H 5.731 3.267 3.876
H 6.993 2.340 3.275
H 6.615 3.997 2.542
H 3.617 1.102 1.894
H 5.279 0.489 2.131
H 4.464 1.242 3.482
H 3.257 3.471 2.400
H 4.557 4.585 1.765
H 2.694 2.597 0.630
H 2.693 4.318 0.278
H 4.723 4.333 -1.002
H 3.645 3.288 -1.745
H 4.167 0.791 -2.037
H 3.650 0.729 -0.482
H 5.190 0.064 -0.734
H 6.617 3.621 -1.796
H 5.798 2.459 -2.788
H 7.191 1.934 -1.859
H 7.809 2.197 0.426
C -3.991 -3.612 -6.487
C -2.732 -2.794 -6.659
C -1.650 -3.504 -5.829
C -2.235 -2.728 -8.175
C -3.099 -1.650 -8.859
C -2.798 -0.331 -8.117
C -3.175 -0.229 -6.558
C -2.289 0.878 -5.956
C -4.687 -0.001 -6.592
N -2.847 -1.498 -5.900
O -3.051 -1.503 -4.517
H -4.005 -4.537 -7.063
H -4.159 -3.924 -5.456
H -4.812 -3.099 -6.987
H -0.838 -2.850 -5.511
H -2.023 -4.169 -5.049
H -1.113 -4.153 -6.521
H -1.153 -2.695 -8.298
H -2.520 -3.648 -8.686
H -3.117 -1.546 -9.944
H -4.176 -1.806 -8.802
H -3.081 0.585 -8.636
H -1.713 -0.224 -8.101
H -2.391 1.723 -6.637
H -1.230 0.654 -5.831
H -2.801 1.026 -5.005
H -4.931 1.013 -6.909
H -5.171 -0.150 -5.627
H -5.195 -0.626 -7.327
H -2.149 -1.624 -4.212
C -2.803 -9.174 -2.436
C -3.685 -7.876 -2.550
C -4.634 -7.922 -3.856
C -4.652 -7.807 -1.293
C -3.799 -7.319 0.013
C -3.033 -6.038 -0.269
C -2.056 -6.072 -1.466
C -1.574 -4.681 -1.944
C -0.834 -6.854 -1.153
N -2.773 -6.649 -2.572
O -2.148 -6.565 -3.783
H -2.503 -9.193 -1.388
H -3.314 -10.121 -2.612
H -1.928 -9.217 -3.084
H -4.035 -8.173 -4.731
H -5.382 -8.677 -3.612
H -5.119 -6.966 -4.054
H -5.437 -7.108 -1.579
H -4.983 -8.830 -1.114
H -4.378 -7.098 0.910
H -3.195 -8.197 0.241
H -2.486 -5.851 0.655
H -3.718 -5.191 -0.303
H -0.670 -4.734 -2.552
H -1.380 -3.958 -1.152
H -2.308 -4.103 -2.505
H -0.941 -7.873 -0.781
H -0.214 -6.318 -0.434
H -0.136 -6.989 -1.979
H -2.752 -6.043 -4.315
C -1.371 2.854 -2.418
C -1.534 2.203 -1.038
C -1.741 3.296 0.060
C -2.859 1.402 -1.166
C -3.038 0.381 -0.018
C -1.871 -0.485 0.248
C -0.516 0.300 0.441
C -0.421 0.966 1.922
C 0.585 -0.708 0.246
N -0.428 1.232 -0.718
O 0.836 1.891 -0.775
H -0.815 2.154 -3.042
H -2.354 3.006 -2.863
H -0.736 3.739 -2.402
H -0.901 3.801 0.538
H -2.198 4.128 -0.476
H -2.442 2.995 0.838
H -3.762 2.009 -1.223
H -2.844 0.621 -1.925
H -3.413 0.836 0.899
H -3.921 -0.227 -0.213
H -1.594 -1.242 -0.485
H -2.169 -1.059 1.126
H 0.019 0.355 2.710
H -1.468 0.923 2.222
H 0.022 1.962 1.932
H 1.599 -0.315 0.313
H 0.681 -1.259 -0.689
H 0.681 -1.437 1.051
H 1.228 1.298 -1.420
C 5.346 -6.006 5.004
C 4.301 -5.010 5.240
C 3.915 -5.104 6.685
C 4.923 -3.641 5.021
C 3.958 -2.458 4.931
C 3.030 -2.763 3.687
C 2.227 -4.117 3.975
C 1.225 -3.904 5.137
C 1.368 -4.399 2.667
N 3.222 -5.185 4.285
O 2.653 -6.504 4.241
H 6.329 -5.742 5.395
H 5.072 -6.991 5.384
H 5.655 -6.029 3.959
H 4.573 -5.839 7.149
H 3.786 -4.173 7.237
H 2.902 -5.507 6.720
H 5.744 -3.512 5.726
H 5.381 -3.732 4.036
H 3.351 -2.298 5.822
H 4.440 -1.490 4.792
H 3.673 -3.031 2.849
H 2.413 -1.933 3.343
H 1.619 -3.864 6.153
H 0.441 -4.653 5.252
H 0.731 -2.933 5.141
H 0.985 -3.468 2.251
H 0.535 -5.102 2.656
H 1.949 -4.917 1.904
H 2.887 -6.714 3.334
C -2.153 6.106 -3.370
C -3.579 6.826 -3.450
C -4.707 5.858 -2.960
O -5.339 6.582 -1.842
C -4.610 7.576 -1.518
O -4.593 7.804 -0.267
O -3.695 7.908 -2.503
H -1.257 6.647 -3.671
H -2.071 5.289 -4.087
H -2.088 5.654 -2.380
H -3.799 7.382 -4.361
H -4.295 4.870 -2.755
H -5.396 5.604 -3.765

---

Record 7
23
Properties=species:S:1:pos:R:3 method="wB97M-V/def2-TZVPD" homo_lumo_gap_ev=10.1 smiles=CNC[C@@H]([NH3+])CCO e_above_lowest_kj_mol=146.1 multiplicity=1 e_homo_ha=-0.492 total_charge=+1
C 1.663 0.495 -2.220
N 0.676 -0.542 -1.930
C 0.525 -0.828 -0.492
C -0.492 0.153 0.086
N -1.525 0.490 -0.988
C -1.164 -0.351 1.385
C -0.459 0.154 2.623
O 0.781 -0.573 2.706
H 1.288 1.514 -2.112
H 2.552 0.421 -1.592
H 2.084 0.341 -3.206
H 0.993 -1.368 -2.410
H 1.436 -0.577 0.031
H 0.191 -1.850 -0.368
H -0.051 1.121 0.339
H -1.142 1.208 -1.606
H -2.336 0.898 -0.532
H -1.782 -0.331 -1.529
H -2.198 0.019 1.420
H -1.245 -1.437 1.322
H -1.037 -0.177 3.486
H -0.231 1.219 2.531
H 1.472 -0.001 3.054